<w>
2 unconnected molecules or ions with the total composition C3H7NO, computed with ωB97M-V/def2-TZVPD.

Properties
- HOMO-LUMO gap (alpha / beta): 8.8586 / 6.5739 eV
- Net charge: +1
- E_LUMO (alpha / beta): -4.96 / -7.24 eV
- Spin multiplicity: 2

Element x y z (Å)
O (0.27340, 1.91108, -0.91869)
C (1.04445, 2.58504, -0.24058)
H (2.10713, 2.41010, -0.43214)
H (0.82532, 3.49188, 0.42081)
C (0.18274, -2.15938, 0.69410)
C (-0.48621, -0.95792, 0.40795)
N (-1.27954, -0.60038, -0.67156)
H (0.14974, -2.70443, 1.64802)
H (0.81226, -2.89964, -0.00684)
H (-0.44888, -0.18341, 1.23962)
H (-1.19932, -1.01390, -1.57929)
H (-1.98107, 0.12096, -0.56141)

=====

<x>
2 unconnected molecules or ions with the total composition C3H7NO, computed with ωB97M-V/def2-TZVPD.

Properties
- HOMO-LUMO gap (alpha / beta): 7.0086 / 3.3963 eV
- Net charge: +1
- E_LUMO (alpha / beta): -5.59 / -9.20 eV
- Spin multiplicity: 2

Element x y z (Å)
O (-2.39487, -0.57382, 2.34737)
C (-2.14176, -1.41746, 3.15387)
H (-1.12920, -1.57312, 3.61084)
H (-2.84530, -2.10527, 3.66700)
C (0.51872, 0.06685, -1.46848)
C (2.45054, 1.40929, -1.94655)
N (1.64769, 0.53171, -2.28102)
H (-0.30839, 0.77508, -1.54879)
H (0.17300, -0.91999, -1.76726)
H (0.74668, 0.08803, -0.39762)
H (3.31740, 1.88103, -2.40300)
H (2.18822, 1.94351, -1.01997)

=====

Energies relative to the most stable structure are <w> 0.000; <x> 1.011, reported in eV.

=====

<w>
C3H7N3S2 in the gas phase, computed with ωB97M-V/def2-TZVPD.

Properties
- SMILES: [H]/N=C(/N)[C@H](S)C(N)=S
- HOMO-LUMO gap: 9.1641 eV
- E_LUMO: 0.40 eV

Element x y z (Å)
C (-1.25212, -0.09967, 0.02334)
C (0.19329, -0.25551, 0.63001)
C (1.13035, 0.27713, -0.57653)
H (-1.88542, 0.42569, 1.95814)
H (-3.11099, 0.62685, 0.61362)
H (-0.72204, -0.79582, -1.77859)
H (0.50523, -1.27591, 0.74314)
H (1.09383, 1.66443, 1.57275)
H (1.43938, -1.74185, -1.03219)
H (2.27775, -0.56085, -2.01205)
N (-2.12151, 0.47676, 0.97149)
N (-1.47500, -0.39584, -1.26012)
N (1.81433, -0.72106, -1.08954)
S (0.69995, 0.53319, 2.23786)
S (1.41297, 1.84246, -1.00134)

=====

<x>
C3H7N3S2 in the gas phase, computed with ωB97M-V/def2-TZVPD.

Properties
- SMILES: [H]/N=C(\N)NC(=S)CS
- HOMO-LUMO gap: 8.7066 eV
- E_LUMO: -0.11 eV

Element x y z (Å)
C (-1.90565, -0.12095, 0.05009)
C (0.60472, -0.68120, 0.25664)
C (1.11217, 0.62251, 0.91515)
H (-1.35440, 1.63346, -0.90042)
H (-2.59792, 1.84076, 0.11872)
H (-3.78479, -0.28647, 0.15520)
H (-0.97844, -1.76074, -0.12388)
H (0.43995, 0.87189, 1.71682)
H (2.07127, 0.30645, 1.31954)
H (1.94282, 2.70935, 0.33520)
N (-1.78708, 1.28175, -0.08781)
N (-2.98330, -0.85400, 0.04665)
N (-0.73687, -0.81580, -0.12001)
S (1.52323, -1.93972, -0.20802)
S (1.22332, 1.84469, -0.34349)

=====

Energies relative to the most stable structure are <w> 0.141; <x> 0.000, reported in eV.

=====

<w>
6 unconnected molecules or ions with the total composition C5H21NO6S, computed with ωB97M-V/def2-TZVPD.

Properties
- SMILES: CCC(=O)NCCS.O.O.O.O.O
- HOMO-LUMO gap: 9.9310 eV
- E_LUMO: 0.45 eV

Element x y z (Å)
O (-0.31314, 2.04850, -0.33020)
C (-0.78593, 0.89763, -0.40532)
N (-0.65253, -0.06298, 0.62184)
C (-0.52712, -1.58678, 0.54339)
C (0.94674, -2.00619, 0.85512)
S (1.40476, -2.77697, 2.48238)
C (-1.13474, 0.51364, -1.79262)
C (0.04058, -0.22594, -2.65375)
H (-0.42278, 0.20578, 1.76432)
H (-0.84847, -2.12642, -0.34843)
H (-1.31645, -1.95250, 1.26182)
H (1.69768, -1.27043, 0.57825)
H (1.09344, -2.86371, 0.11076)
H (1.12913, -1.90259, 3.52108)
H (-1.93322, -0.24877, -1.74173)
H (-1.65281, 1.28625, -2.30557)
H (0.63882, 0.60360, -3.05818)
H (0.66898, -0.59686, -1.83762)
H (-0.25844, -0.95871, -3.37868)
H (3.10324, -0.63111, -0.86390)
H (3.92752, -1.72615, -0.13425)
O (3.51311, -1.51179, -0.94606)
H (1.55451, 2.02342, -1.30707)
H (2.34450, 2.03362, -2.60925)
O (2.39555, 1.97116, -1.71047)
H (-3.30102, 0.07514, 1.59629)
H (-3.49731, -1.24688, 0.75182)
O (-3.84310, -0.56341, 1.15376)
H (1.06398, 1.76652, 1.09832)
H (1.60045, 2.65162, 1.98327)
O (1.13960, 1.80522, 2.10377)
H (-3.23427, 2.51987, 1.47356)
H (-1.84623, 2.05955, 1.79647)
O (-2.69503, 1.79667, 1.72689)

=====

<x>
6 unconnected molecules or ions with the total composition C5H21NO6S, computed with ωB97M-V/def2-TZVPD.

Properties
- SMILES: CCNC(=O)CCS.O.O.O.O.O
- HOMO-LUMO gap: 9.3800 eV
- E_LUMO: 0.32 eV

Element x y z (Å)
C (-1.86479, -1.87806, -0.28825)
C (-0.54214, -2.41753, -0.76793)
S (0.52132, -3.72440, 0.13139)
C (-1.42084, -0.76620, 0.64400)
N (-1.18984, 0.33459, -0.03700)
C (-0.95701, 1.76593, 0.51033)
C (-1.23587, 2.74053, -0.70178)
O (-1.27669, -0.95164, 1.86151)
H (-2.45154, -2.62231, 0.43086)
H (-2.69147, -1.61492, -0.91077)
H (0.15284, -1.55604, -0.82042)
H (-0.70388, -2.84273, -1.78574)
H (1.14362, -2.98015, 1.04196)
H (-1.25631, 0.36035, -1.06728)
H (0.10717, 1.84353, 0.80338)
H (-1.53374, 1.88992, 1.41384)
H (-0.38307, 2.69876, -1.41146)
H (-2.26860, 2.59840, -1.20763)
H (-1.24643, 3.76935, -0.26250)
H (0.44006, -1.24753, 3.29250)
H (1.54624, -1.42685, 2.33209)
O (1.36955, -1.14137, 3.28886)
H (-0.05345, 0.00513, -2.77961)
H (-1.37665, 0.70982, -3.53890)
O (-1.08236, 0.20874, -2.79740)
H (1.96278, 0.55837, -1.93910)
H (1.95686, -0.98039, -2.46959)
O (1.46293, -0.10554, -2.48875)
H (1.15512, 1.80976, 2.89177)
H (1.89891, 0.50847, 3.12991)
O (1.93018, 1.27771, 2.57385)
H (3.35830, 1.33791, 0.03911)
H (2.09056, 0.99653, 0.90058)
O (2.43822, 0.84187, -0.01182)

=====

Energies relative to the most stable structure are <w> 2.154; <x> 0.000, reported in eV.